Computed, not measured: a single C17H21NO4 molecule, with ωB97M-V/def2-TZVPD.

For the HOMO energy, the calculation gives -8.49 eV. The HOMO-LUMO gap comes out at 0.312 Eh. The value obtained for the energy is -1016.17518 Ha. For the energy above the lowest of the compared OMol25 structures with the same formula, charge and spin, the calculation gives 0.096 eV. For the maximum force, the calculation gives 0.7 eV/Å.

```
43
Properties=species:S:1:pos:R:3:forces:R:3
N 0.578 0.367 -0.351 -0.3 0.1 0.1
O -2.000 -2.894 -0.582 0.0 0.1 0.0
H -4.027 -3.312 1.028 -0.1 0.0 0.1
C 3.549 -0.997 -2.054 -0.1 0.0 0.1
H -1.374 5.094 1.580 0.0 0.1 0.0
H 0.128 0.805 2.300 0.0 -0.1 0.0
O -0.488 -4.103 -1.687 0.0 0.0 0.0
H -2.455 -4.860 -0.163 -0.1 0.1 -0.1
H 4.704 2.058 -1.257 0.0 0.1 0.0
H 1.040 -3.770 -2.179 0.0 0.2 0.1
C 4.425 0.056 -1.970 0.1 0.0 -0.1
C 0.091 -1.904 -1.032 0.0 -0.3 -0.1
H -4.916 -4.403 -0.052 -0.1 -0.1 0.0
C 0.584 1.639 1.762 0.0 0.2 -0.2
C 4.020 1.226 -1.333 -0.1 -0.1 0.0
H -1.707 3.717 0.530 0.0 0.0 -0.2
H 0.459 2.452 -0.257 0.0 0.0 0.0
H -2.923 4.260 1.681 -0.1 0.1 -0.1
H 0.672 3.786 1.915 0.1 0.1 0.0
H -4.620 -2.718 -0.521 -0.1 0.1 0.0
C -0.813 -3.054 -1.128 0.2 -0.1 -0.1
H -1.494 3.630 3.572 0.0 -0.1 0.0
C 0.221 2.952 2.457 -0.1 -0.3 0.1
C -4.205 -3.582 -0.009 0.4 0.1 -0.1
C -2.903 -3.994 -0.666 -0.3 -0.6 -0.1
O 1.779 -3.098 -2.209 0.0 0.0 0.0
H 0.673 2.929 3.451 0.1 0.1 0.0
C 1.352 -2.010 -1.593 -0.5 -0.1 0.2
C 0.119 1.581 0.307 -0.1 0.1 0.4
H 2.497 2.263 -0.300 -0.1 0.1 0.1
C 2.761 1.342 -0.790 0.0 0.1 0.1
C 2.262 -0.901 -1.509 0.2 0.1 0.0
C 1.843 0.282 -0.867 0.4 -0.4 -0.3
C -1.856 4.119 1.528 0.0 -0.1 0.2
C -1.290 3.188 2.595 0.1 0.2 -0.1
H 1.668 1.504 1.801 0.0 -0.1 0.0
H 3.826 -1.921 -2.536 0.0 -0.1 0.0
H -1.811 2.230 2.556 -0.1 -0.1 0.1
H -3.048 -4.256 -1.721 0.0 0.0 0.2
O -1.422 -0.538 0.173 -0.1 0.1 0.1
C -0.340 -0.690 -0.359 0.2 0.1 -0.1
H -0.972 1.542 0.280 0.2 0.1 -0.1
H 5.416 -0.019 -2.390 0.1 0.0 0.0
```
Positions in Å, forces in eV/Å.

Computed, not measured: a single C17H21O2P molecule in a non-equilibrium geometry, with ωB97M-V/def2-TZVPD.

For the HOMO energy, the calculation gives -8.73 eV. The HOMO-LUMO gap comes out at 0.349 Eh. The value obtained for the energy is -1152.27819 Ha. For the energy above the lowest of the compared OMol25 structures with the same formula, charge and spin, the calculation gives 0.523 eV. For the maximum force, the calculation gives 1.8 eV/Å.

```
41
Properties=species:S:1:pos:R:3:forces:R:3
C 0.681 -1.491 0.541 0.2 -0.1 0.1
C -4.015 0.855 -0.225 -0.1 -0.3 0.2
H 3.964 2.866 1.096 0.1 0.0 0.0
C 2.343 0.852 -1.078 0.0 0.1 -0.1
H -0.201 2.655 0.203 -0.1 0.1 0.0
C -0.086 0.654 -1.633 -0.5 -0.3 0.1
H 4.399 1.072 -0.546 0.1 0.0 0.0
H 1.653 3.651 1.463 0.0 0.1 0.0
C 1.851 2.864 0.749 0.0 0.1 0.1
C 1.882 -3.124 -0.758 0.0 -0.1 -0.1
H 2.539 0.059 -1.785 0.0 -0.1 0.0
H 3.973 -3.319 -0.332 0.1 0.0 0.0
C -4.412 -0.077 0.917 -0.5 0.4 -0.1
O -2.133 -1.130 -1.476 -0.6 -0.8 -0.4
H -0.404 0.042 1.559 -0.1 0.0 0.0
C 3.052 -2.809 -0.087 0.1 0.0 0.0
H 3.943 -1.591 1.432 0.1 0.0 0.0
O -3.547 -1.176 1.021 0.1 -0.5 0.1
H -5.451 -0.411 0.779 0.1 0.1 0.1
H -2.358 2.089 -0.804 0.1 0.0 0.1
H -1.303 -1.473 1.353 0.0 0.2 0.0
H -0.211 -2.721 -0.959 -0.1 0.0 -0.1
H -4.657 1.738 -0.207 0.0 0.0 0.0
H -4.344 0.446 1.876 -0.1 0.0 -0.1
H 1.888 -3.881 -1.528 0.0 -0.1 -0.1
H 0.284 -0.153 -2.270 0.0 0.1 0.0
C -2.551 1.259 -0.120 0.3 -0.4 -0.3
H 1.855 -0.420 1.975 0.0 0.1 0.0
C 3.391 1.420 -0.376 0.1 0.0 -0.1
H -0.582 1.382 -2.284 0.0 -0.1 0.0
P -1.435 -0.138 -0.638 0.9 1.3 0.7
C 1.037 1.280 -0.874 0.2 0.1 0.0
H -3.520 -1.623 0.163 0.1 0.0 -0.1
C 0.703 -2.473 -0.442 0.0 -0.1 0.0
C 1.858 -1.184 1.210 0.0 -0.1 0.1
H -2.315 1.578 0.895 0.1 0.1 0.0
C 3.148 2.425 0.544 0.1 0.0 0.1
C 3.036 -1.841 0.902 0.0 0.0 0.1
C -0.596 -0.789 0.879 -0.3 0.1 -0.5
H -4.165 0.339 -1.177 -0.1 0.1 0.0
C 0.806 2.299 0.042 0.0 0.0 0.0
```
Positions in Å, forces in eV/Å.

Computed, not measured: a molecular structure, C17H22AgN6S2Se2 in a non-equilibrium geometry, with ωB97M-V/def2-TZVPD.

Its total charge is +1. For the HOMO energy, the calculation gives -10.06 eV. The HOMO-LUMO gap comes out at 0.230 Eh. The value obtained for the energy is -6735.57681 Ha. For the energy above the lowest of the compared OMol25 structures with the same formula, charge and spin, the calculation gives 0.308 eV. For the maximum force, the calculation gives 3.0 eV/Å.

```
50
Properties=species:S:1:pos:R:3:forces:R:3
H 12.088 8.412 10.538 -0.3 0.2 0.8
N 10.735 12.314 6.776 -0.2 0.3 0.7
N 12.788 8.368 7.565 0.3 -0.1 -0.5
H 7.909 9.050 13.220 0.2 -0.3 0.0
S 9.243 7.863 10.260 -0.3 0.0 -0.7
C 7.131 5.967 7.392 1.1 1.1 -0.5
C 6.016 6.785 7.284 0.4 0.9 0.2
H 9.589 13.777 5.820 -0.1 0.0 -0.4
H 10.832 12.944 4.801 -0.2 0.2 0.1
H 10.075 15.108 10.070 0.0 0.0 0.0
C 11.040 8.810 13.561 0.2 -0.3 -0.4
H 11.064 13.714 10.512 0.1 -0.1 0.1
H 15.718 5.914 8.316 0.3 -0.1 0.0
C 10.631 12.495 8.116 0.4 -0.8 -0.1
C 6.172 8.153 6.941 1.0 -1.2 0.1
N 11.591 8.538 11.428 -0.8 0.1 0.7
Se 9.901 5.464 7.259 2.6 -0.1 -1.1
C 14.947 6.618 8.072 -1.1 1.4 0.3
H 9.289 13.573 10.460 0.1 -0.1 -0.1
H 7.645 9.646 6.411 -0.1 -0.2 0.1
N 10.275 13.694 8.582 0.1 -0.4 -0.1
H 11.316 14.182 5.991 -0.2 -0.3 -0.2
C 13.875 6.247 7.273 -0.6 0.6 -0.3
C 13.855 8.761 8.299 -0.4 0.2 0.0
Se 11.592 6.673 5.653 -2.3 -1.1 0.8
C 10.166 14.028 9.994 -0.1 0.1 0.0
H 5.020 6.423 7.509 0.1 -0.2 -0.1
C 7.459 8.613 6.697 0.2 -0.3 0.3
N 9.898 8.415 12.851 0.8 0.3 -1.0
C 8.545 8.167 13.374 0.3 0.2 -0.2
S 10.999 11.186 9.196 -0.3 0.7 -0.5
Ag 10.480 9.002 7.959 -0.3 -0.2 0.3
C 14.939 7.943 8.587 0.1 -0.6 -0.7
C 10.239 8.301 11.517 0.8 -0.2 0.9
H 13.789 5.251 6.861 0.2 0.0 -0.1
H 13.831 9.811 8.648 -0.2 -0.8 -0.1
H 13.105 9.164 12.848 0.2 0.0 0.2
H 11.027 11.390 6.508 0.0 0.0 -0.1
H 8.129 7.303 12.847 0.0 0.2 0.1
N 8.579 7.855 6.826 -0.8 -0.4 0.4
C 12.089 8.868 12.704 -1.0 -0.2 -0.6
H 10.003 14.394 7.920 0.0 0.2 -0.2
H 8.600 7.939 14.438 0.1 0.1 -0.1
H 7.058 4.919 7.638 -0.1 -0.1 0.0
H 5.334 8.816 6.903 -0.3 0.2 -0.2
C 10.597 13.370 5.779 0.5 0.0 0.6
C 8.426 6.553 7.148 -2.4 1.4 -0.4
C 12.817 7.167 6.969 2.4 -0.4 1.9
H 11.025 8.991 14.620 -0.1 0.0 0.0
H 15.781 8.373 9.129 -0.2 -0.3 0.0
```
Positions in Å, forces in eV/Å.

Computed, not measured: a molecular structure, C17H22BN8Tc in a non-equilibrium geometry, with ωB97M-V/def2-TZVPD.

Its total charge is +2. For the HOMO energy, the calculation gives -14.91 eV. The HOMO-LUMO gap comes out at 0.235 Eh. The value obtained for the energy is -1204.12993 Ha. For the maximum force, the calculation gives 1.6 eV/Å.

```
49
Properties=species:S:1:pos:R:3:forces:R:3
H -0.235 -0.934 4.045 0.0 0.0 0.0
C 2.821 -1.952 -1.179 0.0 -0.3 0.2
H 0.444 5.607 -2.305 0.0 0.0 0.0
C -2.928 -0.764 -1.297 0.5 0.2 0.0
H -1.047 5.003 -1.577 0.0 0.0 0.0
C -0.167 -0.150 3.315 -0.1 -0.2 0.0
C -0.155 2.527 -0.949 -0.4 0.6 -0.5
H -1.135 3.177 -3.306 0.0 0.0 0.0
H -2.683 -3.233 0.816 -0.1 0.0 -0.1
C 0.517 3.507 -1.850 -0.1 -0.3 -0.2
H 3.704 -2.428 -1.570 0.0 0.0 0.0
N 1.007 -1.587 0.078 -0.2 0.5 0.1
N -0.102 0.770 1.333 0.0 0.1 0.5
H 0.028 2.777 1.919 0.0 0.0 0.1
N 1.145 -0.535 -0.810 1.2 -1.0 -0.3
C -0.042 1.751 2.240 0.1 0.0 -0.1
N -0.269 -4.069 0.909 0.0 0.2 0.4
N -1.721 -0.581 -0.707 -0.5 0.3 0.1
H -3.265 -0.092 -2.070 0.0 0.0 0.0
H 2.043 -3.346 0.431 0.1 0.0 -0.1
H 0.010 -2.816 3.923 0.0 0.0 0.0
H 2.377 2.387 -2.135 -0.1 0.0 0.0
C 1.990 -2.433 -0.143 0.2 -0.1 0.0
C -0.111 -4.824 3.036 0.0 0.0 0.1
H -4.484 -2.301 -1.031 0.0 0.0 0.0
Tc -0.199 0.754 -0.665 -0.6 0.0 0.2
H -0.059 -5.492 3.879 0.0 0.0 0.0
N -0.185 -0.414 1.998 0.2 -0.1 -0.3
H 2.438 4.072 -2.630 0.0 0.0 0.0
H 2.546 -0.091 -2.357 0.0 0.0 0.0
B -0.242 -1.697 1.108 -0.2 0.3 -0.1
H -0.274 -6.116 1.205 0.0 0.0 0.0
N -0.183 -3.001 1.785 -0.1 -0.4 -0.1
H -1.184 2.801 -0.613 -0.1 -0.3 0.0
C -0.087 -3.463 3.072 0.0 0.1 -0.1
N -1.568 -1.571 0.236 0.5 0.4 -0.2
H -0.046 1.731 4.454 0.0 0.0 0.0
C 2.255 -0.786 -1.585 -0.4 0.2 0.1
H 0.204 2.007 -3.465 0.0 0.0 0.0
C 2.037 3.393 -1.878 0.2 0.0 0.2
C -2.634 -2.362 0.182 -0.2 -0.1 0.1
C 0.041 4.930 -1.551 0.1 0.0 0.1
C -0.081 1.210 3.514 0.0 0.0 0.0
H 0.396 5.270 -0.578 0.0 0.0 0.0
H 0.421 3.672 -3.985 -0.1 0.0 0.0
C -3.532 -1.875 -0.765 -0.1 -0.3 0.2
H 2.475 3.662 -0.916 0.0 0.0 0.0
C -0.226 -5.142 1.668 0.0 -0.1 -0.2
C -0.056 3.043 -3.232 0.2 0.3 0.0
```
Positions in Å, forces in eV/Å.

Computed, not measured: a molecular structure, C17H22Br6O15 in a non-equilibrium geometry, with ωB97M-V/def2-TZVPD.

For the HOMO energy, the calculation gives -9.64 eV. The HOMO-LUMO gap comes out at 0.318 Eh. The value obtained for the energy is -17233.62690 Ha. For the energy above the lowest of the compared OMol25 structures with the same formula, charge and spin, the calculation gives 0.814 eV. For the maximum force, the calculation gives 4.7 eV/Å.

```
60
Properties=species:S:1:pos:R:3:forces:R:3
O -0.414 -2.097 -1.937 0.2 2.8 3.5
C 0.992 -0.312 0.696 -0.7 -0.5 0.6
H 0.015 4.526 -0.245 -0.6 0.2 -0.4
H 3.566 2.019 3.501 -0.6 -0.3 0.3
C 4.437 0.879 0.984 0.6 -2.3 0.9
C -0.785 4.113 0.369 0.1 0.1 -2.0
C 0.660 -3.776 -5.663 -1.5 0.2 -2.3
O -1.328 4.527 2.516 0.5 0.1 0.7
C 4.072 2.954 1.711 -0.4 1.9 -0.4
H 1.018 -5.733 -3.433 -0.2 -0.2 -0.6
O -0.091 2.811 3.391 -0.4 0.9 -1.0
H -4.411 -0.196 2.307 -0.1 0.2 0.0
C 2.230 -4.505 1.137 0.2 1.5 -0.2
O -1.170 -0.920 -0.078 0.6 -0.3 0.1
C 0.747 -4.688 -3.585 1.1 1.1 1.2
H -0.783 -0.757 1.995 0.1 -0.4 -0.3
Br 1.254 -3.571 2.646 0.5 -0.9 -1.2
H 0.232 -4.356 -2.683 -0.1 0.1 -0.2
C -1.519 5.117 1.237 -0.2 -0.6 -1.3
H -2.871 0.375 1.584 -0.4 -0.1 -0.1
C -4.478 2.750 2.745 -1.3 2.4 -0.6
H 3.472 3.544 1.018 0.2 0.4 0.0
C -3.689 0.619 2.263 0.4 0.2 0.5
Br 3.237 -3.026 0.113 -0.8 -1.7 0.9
Br -3.268 -3.087 -6.194 0.7 0.3 0.5
C 1.993 -3.814 -3.856 0.5 0.0 0.2
C 3.183 2.036 2.481 -0.4 0.7 1.3
H 4.748 3.571 2.303 -0.4 0.2 0.1
Br -2.891 0.030 -5.883 0.2 -0.3 0.4
O -0.031 -4.415 -4.708 -1.4 -0.8 -0.6
H 2.921 -4.379 -3.768 0.0 0.0 -0.2
O -3.804 2.355 3.776 0.5 0.7 3.4
H -1.483 3.488 -0.188 0.1 0.2 -0.4
H 2.117 2.252 2.399 0.2 0.4 0.5
H 2.092 -2.917 -3.245 -0.3 -0.1 0.1
O 3.363 0.809 1.883 1.6 -1.8 -1.9
C -0.499 -0.305 1.045 -0.1 1.2 -0.1
H 3.000 -5.102 1.625 -0.3 0.1 -0.3
Br 1.110 -5.643 -0.007 0.7 0.9 0.8
C -3.134 1.110 3.579 0.5 0.4 0.9
O -5.115 3.795 2.595 1.6 -2.7 0.4
H -3.316 0.537 4.489 0.1 -0.3 -0.3
H -2.562 5.143 0.922 -0.2 -0.2 0.7
O 0.256 -3.561 -6.784 0.2 -0.3 1.4
O 4.889 2.123 0.960 0.9 -0.7 -1.2
Br -4.536 -1.681 -3.695 0.7 0.2 -0.3
O -0.099 3.245 1.222 1.1 -0.9 -0.8
O 1.018 -1.006 -0.524 -1.0 -0.4 -1.5
C -2.956 -1.661 -4.913 -1.5 0.3 -0.1
H 1.346 0.710 0.560 0.2 -0.3 0.1
O 1.823 -3.395 -5.224 1.7 0.2 0.9
H -2.102 -1.712 -4.238 0.0 -0.5 -0.5
C -0.235 -1.374 -0.927 0.7 -2.4 -2.9
O -4.280 1.823 1.843 -1.6 -0.6 -4.4
H -0.791 0.745 1.074 -0.4 -0.1 0.1
H -1.160 6.125 1.030 0.5 0.1 1.1
H 1.573 -0.906 1.401 0.2 0.5 0.0
O 4.963 -0.075 0.460 -1.4 1.6 0.5
C -0.442 3.474 2.440 -1.1 0.1 3.3
H -2.081 1.370 3.476 0.1 -0.3 0.3
```
Positions in Å, forces in eV/Å.

- maximum force of number 2 (C17H21O2P)?
  1.8 eV/Å

- Which of these has the highest maximum force?
  C17H22Br6O15

- Which of these has the lowest HOMO-LUMO gap?
  C17H22AgN6S2Se2